Entry a
{
  "formula": "C3H9NO2",
  "method": "wB97M-V/def2-TZVPD",
  "smiles": "CC(=O)O.CN",
  "lumo_ha": 0.0299,
  "total_charge": 0,
  "elements": ["C", "C", "O", "O", "H", "H", "H", "H", "C", "N", "H", "H", "H", "H", "H"],
  "coordinates": [[-2.075, 0.181, 1.982], [-0.892, 0.570, 1.144], [-0.841, 1.313, 0.202], [0.232, -0.042, 1.596], [-2.557, -0.613, 1.393], [-2.763, 1.011, 1.929], [-1.777, -0.267, 2.917], [0.956, -0.261, 0.995], [1.501, -0.746, -1.497], [1.452, 0.694, -1.841], [1.250, -0.776, -0.445], [2.480, -1.217, -1.520], [0.788, -1.430, -1.963], [1.777, 0.697, -2.813], [0.468, 0.886, -2.079]]
}



Entry b
{
  "formula": "C3H9NO2",
  "method": "wB97M-V/def2-TZVPD",
  "smiles": "C=CO.NCO",
  "lumo_ha": 0.0309,
  "total_charge": 0,
  "elements": ["C", "C", "O", "H", "H", "H", "H", "N", "C", "O", "H", "H", "H", "H", "H"],
  "coordinates": [[0.801, -1.793, 2.012], [-0.457, -1.474, 1.664], [-0.852, -0.158, 1.577], [1.062, -2.793, 2.425], [1.651, -1.073, 2.149], [-1.211, -2.224, 1.487], [-0.163, 0.152, 0.957], [0.969, 1.312, -1.751], [-0.446, 1.061, -1.903], [-1.285, 1.250, -0.731], [1.272, 1.340, -0.747], [1.549, 0.577, -2.117], [-0.941, 1.708, -2.615], [-0.562, -0.032, -2.031], [-1.387, 2.147, -0.375]]
}



Entry c
{
  "formula": "C3H9NO2",
  "method": "wB97M-V/def2-TZVPD",
  "smiles": "CCNC=O.O",
  "lumo_ha": 0.0328,
  "total_charge": 0,
  "elements": ["C", "C", "N", "C", "O", "H", "H", "H", "H", "H", "H", "H", "O", "H", "H"],
  "coordinates": [[2.160, 0.213, 1.593], [1.412, -0.574, 0.518], [1.371, 0.081, -0.780], [0.232, 0.737, -1.190], [0.188, 1.504, -2.121], [2.984, 0.800, 1.199], [2.496, -0.459, 2.384], [1.487, 0.934, 2.065], [1.769, -1.599, 0.397], [0.389, -0.700, 0.886], [2.239, 0.500, -1.085], [-0.642, 0.403, -0.616], [-5.291, -0.456, -0.742], [-5.532, -1.370, -0.912], [-5.263, -0.012, -1.596]]
}



entry c comes first in stability; the runner-up is 0.0176 hartree higher.



Entry a
{
  "formula": "C3H9NO2",
  "method": "wB97M-V/def2-TZVPD",
  "smiles": "NC=O.CCO",
  "lumo_ha": 0.0301,
  "total_charge": 0,
  "elements": ["N", "C", "O", "H", "H", "H", "C", "C", "O", "H", "H", "H", "H", "H", "H"],
  "coordinates": [[0.506, -2.092, 2.730], [0.831, -1.381, 1.629], [0.132, -1.305, 0.643], [-0.381, -2.567, 2.737], [1.067, -2.061, 3.561], [1.810, -0.883, 1.708], [0.426, 1.985, -2.344], [-0.926, 1.422, -1.910], [-0.947, 1.129, -0.518], [1.177, 1.199, -2.319], [0.383, 2.407, -3.354], [0.755, 2.746, -1.638], [-1.132, 0.535, -2.501], [-1.685, 2.186, -2.031], [-0.286, 0.442, -0.330]]
}



Entry b
{
  "formula": "C3H9NO2",
  "method": "wB97M-V/def2-TZVPD",
  "lumo_ha": -0.0721,
  "total_charge": 0,
  "elements": ["C", "C", "N", "H", "H", "H", "H", "H", "H", "H", "H", "O", "C", "O", "H"],
  "coordinates": [[-0.879, 0.070, 1.368], [-0.120, 0.132, -0.029], [-1.884, -1.133, -2.224], [-0.672, 1.095, 1.743], [-1.897, 0.078, 1.237], [-0.475, -0.778, 2.003], [0.416, -0.729, -0.442], [0.126, 0.994, -0.507], [-2.264, -1.694, -1.385], [-0.957, -1.499, -2.322], [-1.528, -0.047, -1.705], [1.809, -0.057, 0.904], [2.678, 0.859, 0.632], [3.179, 1.021, -0.585], [2.466, 1.686, 1.311]]
}



Entry c
{
  "formula": "C3H9NO2",
  "method": "wB97M-V/def2-TZVPD",
  "smiles": "CC(=O)O.CN",
  "lumo_ha": 0.0263,
  "total_charge": 0,
  "elements": ["C", "C", "O", "O", "H", "H", "H", "H", "C", "N", "H", "H", "H", "H", "H"],
  "coordinates": [[1.219, 2.610, 0.294], [0.452, 1.582, -0.579], [0.919, 1.380, -1.672], [-0.644, 1.052, -0.089], [2.028, 2.014, 0.694], [0.559, 3.089, 1.027], [1.472, 3.450, -0.376], [-1.019, 0.245, 0.226], [-0.859, -2.295, 0.547], [-0.587, -1.698, -0.740], [-1.102, -3.355, 0.753], [-1.650, -1.747, 1.096], [-0.029, -2.172, 1.276], [0.361, -1.889, -1.053], [-1.120, -2.265, -1.404]]
}



entry a comes first in stability; the runner-up is 0.0439 hartree higher.



Entry a
{
  "formula": "C34H52BN7ORhS2Si3",
  "method": "wB97M-V/def2-TZVPD",
  "multiplicity": 5,
  "lumo_ha": [-0.0822, -0.1623],
  "s_squared": 6.011,
  "total_charge": 1,
  "elements": ["Rh", "B", "N", "C", "C", "C", "N", "N", "C", "C", "C", "N", "H", "H", "H", "H", "H", "H", "H", "H", "C", "Si", "C", "C", "C", "Si", "C", "C", "C", "Si", "C", "C", "C", "C", "C", "C", "C", "N", "H", "H", "H", "H", "H", "H", "H", "H", "H", "H", "H", "H", "H", "H", "H", "H", "H", "H", "H", "H", "H", "H", "H", "H", "H", "H", "H", "H", "C", "N", "C", "N", "S", "H", "H", "H", "H", "H", "H", "O", "S", "C", "C", "C", "C", "C", "C", "C", "C", "C", "C", "C", "C", "H", "H", "H", "H", "H", "H", "H", "H", "H", "H"],
  "coordinates": [[0.286, -0.070, 0.824], [2.573, 0.620, 3.512], [1.139, 0.211, 3.921], [0.676, 0.192, 5.173], [-0.633, -0.258, 5.160], [-0.890, -0.503, 3.820], [0.180, -0.207, 3.067], [3.080, -0.356, 2.420], [4.329, -0.839, 2.354], [4.511, -1.436, 1.122], [3.282, -1.278, 0.484], [2.421, -0.638, 1.277], [2.587, 1.761, 3.112], [3.276, 0.465, 4.475], [1.321, 0.474, 5.988], [-1.289, -0.407, 6.000], [-1.789, -0.889, 3.373], [4.991, -0.723, 3.196], [5.390, -1.943, 0.762], [2.961, -1.601, -0.483], [0.292, 1.002, -2.655], [-1.440, 1.058, -1.926], [-2.447, 2.255, -2.975], [-2.192, -0.644, -2.226], [-1.547, 1.594, -0.130], [-1.462, 3.479, 0.172], [-3.209, 4.185, 0.063], [-0.482, 4.430, -1.130], [-0.841, 3.880, 1.900], [-2.995, 0.817, 0.801], [-3.293, 1.457, 2.536], [-4.599, 1.021, -0.169], [-2.718, -1.068, 0.970], [-3.784, -1.959, 1.076], [-3.544, -3.306, 1.291], [-2.234, -3.740, 1.421], [-1.219, -2.809, 1.311], [-1.455, -1.518, 1.076], [0.176, 0.658, -3.688], [0.948, 0.305, -2.130], [0.756, 1.988, -2.676], [-2.452, 1.875, -4.001], [-2.036, 3.266, -2.996], [-3.485, 2.310, -2.645], [-2.183, -0.812, -3.308], [-3.223, -0.759, -1.898], [-1.612, -1.435, -1.761], [-3.613, 4.109, -0.949], [-3.098, 5.252, 0.280], [-3.941, 3.790, 0.766], [-0.118, 3.817, -1.953], [0.392, 4.896, -0.674], [-1.113, 5.221, -1.544], [-1.519, 3.500, 2.663], [-0.820, 4.969, 1.998], [0.162, 3.508, 2.110], [-3.737, 2.453, 2.540], [-2.387, 1.476, 3.139], [-4.002, 0.783, 3.027], [-4.776, 2.049, -0.478], [-5.422, 0.739, 0.496], [-4.649, 0.382, -1.049], [-4.800, -1.596, 0.988], [-4.366, -4.005, 1.370], [-1.997, -4.779, 1.607], [-0.182, -3.089, 1.415], [4.808, 0.782, -1.776], [3.501, 1.224, -1.329], [3.218, 1.725, -0.129], [4.197, 1.903, 0.749], [1.618, 2.186, 0.267], [4.802, 0.723, -2.861], [5.064, -0.196, -1.362], [5.574, 1.507, -1.496], [2.701, 1.079, -1.926], [5.128, 1.552, 0.599], [3.923, 2.175, 1.685], [0.733, -2.017, -0.748], [0.722, -2.740, -2.079], [0.811, -4.472, -1.640], [1.302, -4.833, -0.392], [1.343, -6.177, -0.053], [0.894, -7.136, -0.952], [0.400, -6.760, -2.193], [0.353, -5.418, -2.543], [2.358, -2.564, -2.811], [3.479, -3.219, -2.308], [4.717, -2.985, -2.881], [4.831, -2.118, -3.962], [3.708, -1.489, -4.479], [2.465, -1.716, -3.904], [1.643, -4.064, 0.288], [1.727, -6.478, 0.913], [0.927, -8.184, -0.683], [0.042, -7.509, -2.886], [-0.044, -5.112, -3.504], [3.377, -3.901, -1.474], [5.595, -3.490, -2.499], [5.800, -1.952, -4.415], [3.795, -0.836, -5.338], [1.578, -1.243, -4.301]]
}



Entry b
{
  "formula": "C34H52BN7ORhS2Si3",
  "method": "wB97M-V/def2-TZVPD",
  "multiplicity": 5,
  "lumo_ha": [-0.0832, -0.1381],
  "s_squared": 6.011,
  "total_charge": 1,
  "elements": ["Rh", "B", "N", "C", "C", "C", "N", "N", "C", "C", "C", "N", "H", "H", "H", "H", "H", "H", "H", "H", "C", "Si", "C", "C", "C", "Si", "C", "C", "C", "Si", "C", "C", "C", "C", "C", "C", "C", "N", "H", "H", "H", "H", "H", "H", "H", "H", "H", "H", "H", "H", "H", "H", "H", "H", "H", "H", "H", "H", "H", "H", "H", "H", "H", "H", "H", "H", "C", "N", "C", "N", "S", "H", "H", "H", "H", "H", "H", "O", "S", "C", "C", "C", "C", "C", "C", "C", "C", "C", "C", "C", "C", "H", "H", "H", "H", "H", "H", "H", "H", "H", "H"],
  "coordinates": [[0.309, 0.429, 1.359], [2.346, 1.166, 3.979], [0.941, 0.719, 4.445], [0.505, 0.559, 5.696], [-0.798, 0.089, 5.660], [-1.081, -0.016, 4.304], [-0.030, 0.372, 3.575], [2.941, 0.046, 3.069], [4.136, -0.544, 3.187], [4.331, -1.378, 2.099], [3.162, -1.238, 1.350], [2.335, -0.375, 1.942], [2.249, 2.198, 3.349], [3.058, 1.278, 4.940], [1.152, 0.783, 6.528], [-1.438, -0.145, 6.491], [-1.982, -0.362, 3.826], [4.760, -0.335, 4.040], [5.177, -2.012, 1.900], [2.870, -1.691, 0.420], [-0.247, 1.221, -2.653], [-2.019, 1.263, -2.022], [-3.085, 2.263, -3.199], [-2.605, -0.522, -2.090], [-2.194, 2.007, -0.316], [-1.998, 3.868, -0.082], [-3.724, 4.609, -0.189], [-0.944, 4.681, -1.412], [-1.284, 4.347, 1.584], [-3.280, 1.109, 0.889], [-3.431, 1.883, 2.585], [-5.023, 1.028, 0.192], [-2.710, -0.700, 1.174], [-3.680, -1.697, 1.266], [-3.323, -3.010, 1.529], [-1.984, -3.313, 1.704], [-1.065, -2.285, 1.603], [-1.411, -1.022, 1.343], [-0.255, 0.786, -3.657], [0.348, 0.584, -1.995], [0.238, 2.193, -2.701], [-3.038, 1.823, -4.198], [-2.762, 3.302, -3.274], [-4.131, 2.257, -2.883], [-2.449, -0.907, -3.102], [-3.666, -0.630, -1.863], [-2.051, -1.161, -1.399], [-4.198, 4.408, -1.151], [-3.638, 5.694, -0.081], [-4.389, 4.254, 0.601], [-0.740, 4.044, -2.269], [0.017, 4.991, -0.997], [-1.447, 5.576, -1.787], [-1.972, 4.165, 2.407], [-1.091, 5.424, 1.554], [-0.337, 3.857, 1.814], [-3.976, 2.826, 2.515], [-2.476, 2.074, 3.072], [-4.012, 1.219, 3.231], [-5.333, 2.032, -0.106], [-5.720, 0.692, 0.963], [-5.129, 0.376, -0.675], [-4.721, -1.442, 1.122], [-4.078, -3.782, 1.598], [-1.649, -4.319, 1.915], [-0.007, -2.466, 1.743], [4.454, 0.894, -1.505], [3.126, 1.326, -1.112], [2.855, 1.924, 0.033], [3.835, 2.214, 0.877], [1.236, 2.411, 0.419], [4.404, 0.510, -2.519], [4.819, 0.103, -0.845], [5.148, 1.737, -1.491], [2.336, 1.103, -1.696], [4.758, 1.827, 0.760], [3.565, 2.524, 1.803], [0.800, -1.224, -0.574], [0.622, -1.770, -1.966], [0.304, -3.515, -1.772], [0.640, -4.166, -0.594], [0.368, -5.520, -0.475], [-0.239, -6.203, -1.522], [-0.581, -5.536, -2.690], [-0.316, -4.181, -2.818], [2.234, -1.867, -2.744], [3.228, -2.748, -2.328], [4.435, -2.776, -3.006], [4.648, -1.928, -4.089], [3.659, -1.044, -4.493], [2.442, -1.013, -3.819], [1.098, -3.613, 0.216], [0.628, -6.044, 0.436], [-0.452, -7.259, -1.424], [-1.064, -6.068, -3.498], [-0.592, -3.647, -3.720], [3.050, -3.429, -1.506], [5.207, -3.469, -2.700], [5.588, -1.965, -4.624], [3.823, -0.390, -5.338], [1.655, -0.340, -4.134]]
}



entry b comes first in stability; the runner-up is 0.0278 hartree higher.